A 5-piece molecular cluster, C20H35Cl2N6O4 overall, computed with ωB97M-V/def2-TZVPD.

Values from the calculation:
- Orbital gap: 0.2157 hartree
- HOMO energy: -0.14323 hartree

```
! RIJCOSX wB97M-V def2-TZVPD def2/J DEFGRID3
* xyz -1 1
C -2.5388 2.4729 2.5370
C -1.2226 2.6133 1.8301
Cl 0.0689 1.7257 2.6023
C -0.8996 3.2914 0.7059
Cl -2.4005 4.1220 -0.1075
N 0.2355 3.4232 0.0621
C 1.2185 4.1534 0.6670
C 0.9203 5.4097 1.2443
C 1.8870 6.1296 1.8851
C 3.1787 5.6075 1.9237
C 3.4041 4.4014 1.2895
N 2.4732 3.6765 0.6772
H -2.4635 2.8524 3.5636
H -3.3068 3.0511 2.0283
H -2.8440 1.4232 2.5923
H -0.0943 5.7905 1.1861
H 1.5987 7.0636 2.3551
H 3.9868 6.1257 2.4263
H 4.4044 3.9708 1.2941
C -1.2037 -2.9794 -0.5222
O -2.3579 -3.0362 -0.1374
N -0.3830 -1.9288 -0.3985
C 0.9860 -1.9585 -0.8778
C -0.8642 -0.7079 0.2391
H -0.7191 -3.8343 -1.0297
H 1.6744 -1.7805 -0.0499
H 1.1371 -1.1827 -1.6299
H 1.2141 -2.9258 -1.3228
H -1.1848 -0.9165 1.2590
H -1.7141 -0.3011 -0.3081
H -0.0645 0.0273 0.2595
C 1.6231 -5.6511 -1.4539
O 2.4853 -5.3661 -2.2659
N 1.8392 -6.3035 -0.2998
C 0.7643 -6.6003 0.6267
C 3.1961 -6.7122 0.0205
H 0.5636 -5.3866 -1.6032
H 0.9493 -6.1287 1.5933
H 0.6718 -7.6781 0.7747
H -0.1757 -6.2200 0.2314
H 3.8542 -5.8445 0.0684
H 3.5828 -7.3840 -0.7463
H 3.1954 -7.2201 0.9817
C -1.4357 7.9330 3.1339
O -0.2266 8.0025 3.0154
N -2.0994 6.8530 3.5809
C -3.5416 6.8242 3.6717
C -1.3473 5.6713 3.9840
H -2.1045 8.7708 2.8681
H -3.8605 6.6538 4.7033
H -3.9472 6.0273 3.0450
H -3.9485 7.7758 3.3332
H -0.6629 5.9201 4.7966
H -0.7591 5.2787 3.1564
H -2.0475 4.9090 4.3154
C -0.3985 -5.6214 -6.9661
O -1.5229 -5.6713 -7.4302
N -0.0783 -5.0615 -5.7870
C 1.2827 -5.0372 -5.2810
C -1.1373 -4.4611 -4.9932
H 0.4755 -6.0467 -7.4901
H 1.3517 -5.5522 -4.3255
H 1.6177 -4.0083 -5.1381
H 1.9452 -5.5251 -5.9940
H -1.8963 -5.2029 -4.7426
H -1.6253 -3.6598 -5.5481
H -0.7091 -4.0563 -4.0790
*
```



C38H37N3O4STa as an isolated structure, computed with ωB97M-V/def2-TZVPD.

Values from the calculation:
- Orbital gap: 0.2738 hartree
- HOMO energy: -0.41686 hartree

```
! RIJCOSX wB97M-V def2-TZVPD def2/J DEFGRID3
* xyz 1 1
Ta -0.3938 0.4496 -0.4656
C -0.5482 -1.8305 4.5811
C -1.1791 -1.2227 3.3211
C -2.6963 -1.3462 3.3817
C -0.5337 -1.8711 2.1127
C -1.0301 -3.0368 1.5301
C -0.2732 -3.7668 0.6280
C 1.0098 -3.3690 0.2602
C 1.8410 -4.1844 -0.6831
C 1.4881 -2.1820 0.7955
C 0.7317 -1.4318 1.6985
H -0.9190 -1.3245 5.4723
H 0.5385 -1.7463 4.5669
H -0.7988 -2.8893 4.6625
H -0.9160 -0.1605 3.2961
H -3.0183 -2.3869 3.3734
H -3.1991 -0.8322 2.5598
H -3.0638 -0.9111 4.3108
H -2.0078 -3.4036 1.8108
H -0.6812 -4.6826 0.2173
H 1.8541 -3.7381 -1.6796
H 1.4508 -5.1967 -0.7729
H 2.8737 -4.2496 -0.3391
H 2.4990 -1.8675 0.5587
H 1.1849 -0.6038 2.2290
C 3.9588 1.3833 0.4398
C 3.8924 2.2624 1.5155
C 2.6605 2.5710 2.0491
C 1.5043 2.0072 1.5074
N 1.5729 1.1766 0.4450
C 2.7842 0.8777 -0.0648
C 0.1542 2.2200 2.0443
C -0.0735 3.1019 3.1012
C -1.3556 3.2855 3.5793
C -2.4022 2.5966 2.9915
C -2.1693 1.7192 1.9406
C -0.8815 1.4833 1.4373
H 4.8994 1.0971 -0.0061
H 4.7922 2.6913 1.9350
H 2.5837 3.2345 2.8950
H 2.7970 0.2013 -0.9057
H 0.7379 3.6515 3.5557
H -1.5371 3.9667 4.3989
H -3.4130 2.7427 3.3500
H -3.0354 1.2281 1.5236
C -2.8394 -0.0752 -7.7486
C -1.9684 -0.2220 -6.5403
C -0.8523 -1.0554 -6.5530
C -0.0633 -1.2151 -5.4259
C -0.4117 -0.5404 -4.2572
C -1.5145 0.3093 -4.2258
C -2.2751 0.4653 -5.3672
S 0.6372 -0.7097 -2.8669
O 1.7764 -1.4905 -3.2184
O -0.1330 -1.2610 -1.6641
N 0.8948 0.6973 -2.1817
C 0.8855 1.9721 -2.8514
C -0.1890 2.8313 -2.1774
O -0.3849 3.9865 -2.3506
O -0.9154 2.1025 -1.2623
H -2.3288 -0.4113 -8.6484
H -3.1516 0.9594 -7.8863
H -3.7456 -0.6727 -7.6310
H -0.5886 -1.5820 -7.4604
H 0.8062 -1.8550 -5.4451
H -1.7914 0.8486 -3.3317
H -3.1277 1.1309 -5.3460
H 0.6672 1.8922 -3.9196
H 1.8434 2.4868 -2.7427
C -2.3458 -0.4796 -0.2919
C -3.3946 -0.1113 -1.2955
C -3.9003 1.1834 -1.4194
C -4.8176 1.4950 -2.4069
C -5.2524 0.5050 -3.2877
C -4.7905 -0.8018 -3.1530
C -3.8720 -1.0975 -2.1641
C -6.1368 0.8396 -4.3633
N -6.8288 1.0848 -5.2474
H -2.1294 -1.5445 -0.4098
H -2.6978 -0.3634 0.7294
H -3.5581 1.9694 -0.7586
H -5.1901 2.5047 -2.5105
H -5.1397 -1.5703 -3.8288
H -3.5056 -2.1117 -2.0670
*
```



A 3-piece molecular cluster, C2H11NO2 overall, computed with ωB97M-V/def2-TZVPD.

Values from the calculation:
- SMILES: CCN.O.O
- Orbital gap: 0.3409 hartree
- HOMO energy: -0.31226 hartree

```
! RIJCOSX wB97M-V def2-TZVPD def2/J DEFGRID3
* xyz 0 1
C -2.1602 1.1982 -0.1922
C -0.7488 0.4580 -0.1419
N -0.2281 0.0154 -1.4182
H -2.1232 1.6012 -1.2084
H -2.1301 1.9302 0.6106
H -3.1835 0.7813 -0.1797
H -0.9484 -0.4510 0.4434
H -0.0730 1.1081 0.4141
H 0.0692 -0.9447 -1.3499
H -0.7534 0.2528 -2.2416
O 1.4378 -3.2952 -0.3277
H 2.1587 -3.6947 0.1612
H 0.5561 -3.6592 -0.2850
O 2.4545 1.5521 1.5524
H 3.3340 1.1851 1.7387
H 2.3384 1.9622 2.4239
*
```



A 2-piece molecular cluster, CHO4PS overall, computed with ωB97M-V/def2-TZVPD.

Values from the calculation:
- Orbital gap (alpha / beta): 0.2398 / 0.2247 hartree
- HOMO energy (alpha / beta): -0.00631 / -0.01302 hartree

```
! RIJCOSX wB97M-V def2-TZVPD def2/J DEFGRID3
* xyz -2 3
C 0.0095 0.3194 -0.3729
O -0.1312 -0.2172 1.8941
O 0.0789 -2.2539 0.3425
O 2.1665 -0.8857 0.9316
O -2.0369 1.8490 -0.9379
P 0.6780 -0.9547 0.8048
S -1.3766 0.9933 0.1042
H 0.6117 1.1497 -2.7664
*
```